Molecular formula: C39H56BFN7OSTa
Method: DFT, ωB97M-V/def2-TZVPD

Structure (XYZ):
```
107
Properties=species:S:1:pos:R:3:forces:R:3:lowdin_spin:R:1
Ta 0.871 0.386 1.011 -0.97 0.48 -0.34 0.792
C 4.513 0.890 -1.677 0.04 -0.03 -0.04 0.001
C 3.479 2.015 -1.564 -0.05 -0.02 -0.08 0.001
C 3.612 2.733 -0.232 0.00 0.01 0.11 0.006
C 2.119 1.477 -1.932 -0.05 -0.03 0.13 0.005
C 1.687 1.403 -3.250 0.11 -0.02 -0.08 0.000
C 0.498 0.705 -3.240 -0.27 -0.06 0.07 0.001
C -0.312 0.336 -4.454 0.10 0.02 -0.04 0.000
C -1.753 0.841 -4.440 -0.05 0.03 -0.01 0.000
C -0.224 -1.164 -4.744 -0.02 -0.04 0.02 0.000
N 0.213 0.392 -1.964 0.13 -0.03 0.18 0.006
N 1.212 0.882 -1.135 0.17 0.09 -0.36 0.013
B -0.995 -0.420 -1.388 0.09 -0.09 -0.22 0.004
N -1.797 0.536 -0.500 0.16 -0.01 0.17 0.003
N -1.054 1.369 0.298 -0.80 0.12 -0.01 0.004
C -1.891 2.360 0.686 0.24 0.03 -0.09 0.001
C -3.158 2.119 0.181 -0.02 0.09 -0.10 0.002
C -3.064 0.964 -0.575 -0.07 -0.05 -0.12 0.001
C -4.164 0.302 -1.351 0.00 0.00 0.01 0.000
C -5.261 -0.172 -0.391 -0.03 -0.01 0.02 0.000
C -4.761 1.264 -2.382 -0.02 0.04 0.01 0.000
C -1.458 3.618 1.383 0.00 -0.07 -0.04 0.000
C -0.492 4.409 0.495 0.03 0.02 -0.04 0.000
C -2.653 4.484 1.768 -0.05 0.01 0.04 0.000
N -0.418 -1.651 -0.611 0.32 0.07 0.30 0.009
N 0.890 -1.552 -0.149 0.37 -0.31 -0.01 0.013
C 1.433 -2.771 -0.216 -0.05 0.01 0.05 0.003
C 0.448 -3.683 -0.605 0.01 -0.06 -0.11 0.005
C -0.689 -2.959 -0.855 -0.23 0.04 0.04 0.001
C -2.042 -3.523 -1.201 0.08 -0.03 0.03 0.000
C -2.498 -3.354 -2.652 -0.01 -0.01 -0.06 0.000
C -3.087 -3.027 -0.203 -0.04 0.01 0.04 0.000
C 2.891 -3.162 -0.221 -0.06 -0.03 0.00 0.000
C 3.304 -3.180 -1.705 0.02 0.02 -0.02 0.000
C 3.891 -2.352 0.580 0.02 0.06 0.09 0.001
H 5.508 1.257 -1.420 -0.01 0.02 -0.02 0.000
H 4.550 0.478 -2.686 -0.02 0.00 0.00 0.000
H 4.271 0.075 -0.994 0.01 0.02 0.01 0.001
H 3.701 2.738 -2.353 0.00 0.03 0.02 0.000
H 3.643 2.031 0.603 -0.04 -0.05 0.04 0.004
H 2.798 3.433 -0.055 -0.03 0.03 -0.02 0.000
H 4.553 3.285 -0.217 -0.01 -0.01 -0.01 0.000
H 2.197 1.787 -4.117 0.00 0.02 0.00 0.000
H 0.196 0.860 -5.267 0.01 -0.04 -0.02 0.000
H -2.379 0.267 -3.760 0.01 -0.01 -0.01 0.000
H -2.182 0.746 -5.438 0.01 0.00 -0.01 0.000
H -1.808 1.891 -4.149 0.04 0.00 0.00 0.000
H -0.697 -1.744 -3.951 0.04 0.02 -0.04 0.000
H 0.812 -1.491 -4.832 0.01 0.02 0.01 0.000
H -0.733 -1.399 -5.680 -0.01 0.02 0.00 0.000
H -1.672 -0.831 -2.265 0.05 0.09 0.08 0.000
H -4.029 2.738 0.299 -0.01 -0.02 0.02 0.000
H -3.753 -0.564 -1.872 0.01 0.01 0.01 0.000
H -5.757 0.685 0.068 0.01 0.00 0.00 0.000
H -4.869 -0.796 0.412 0.01 0.00 -0.01 0.000
H -6.016 -0.744 -0.932 0.00 0.01 -0.01 0.000
H -5.241 2.106 -1.880 0.00 0.00 -0.01 0.000
H -5.521 0.755 -2.975 0.00 -0.01 0.01 0.000
H -4.009 1.664 -3.059 0.01 -0.01 0.01 0.000
H -0.954 3.342 2.301 0.12 -0.02 0.14 0.000
H -1.004 4.756 -0.405 -0.02 -0.01 0.01 0.000
H 0.359 3.805 0.181 0.02 -0.03 0.01 0.000
H -0.119 5.287 1.026 -0.01 -0.01 0.01 0.000
H -3.190 4.829 0.882 0.01 0.01 0.00 0.000
H -2.313 5.367 2.309 0.02 0.00 -0.01 0.000
H -3.355 3.948 2.407 0.01 -0.02 0.00 0.000
H 0.572 -4.747 -0.729 -0.01 -0.01 0.02 0.000
H -1.913 -4.597 -1.045 -0.04 -0.01 -0.01 0.000
H -2.808 -2.335 -2.882 0.00 -0.05 0.02 0.000
H -3.354 -4.006 -2.829 -0.01 0.00 0.00 0.000
H -1.715 -3.638 -3.355 0.00 -0.02 0.03 0.000
H -3.124 -1.938 -0.185 0.01 -0.02 -0.03 0.000
H -2.854 -3.362 0.809 0.01 0.00 -0.01 0.000
H -4.079 -3.396 -0.464 0.01 -0.02 0.00 0.000
H 2.917 -4.190 0.151 0.02 -0.01 -0.02 0.000
H 3.233 -2.174 -2.127 0.01 0.01 0.01 0.000
H 2.666 -3.838 -2.295 -0.01 0.00 0.01 0.000
H 4.335 -3.521 -1.804 0.00 0.00 0.01 0.000
H 3.798 -1.284 0.386 -0.02 0.00 -0.02 0.001
H 3.789 -2.526 1.649 -0.01 0.01 -0.02 0.000
H 4.901 -2.640 0.288 -0.01 -0.03 0.01 0.000
O 1.435 2.122 1.768 0.46 0.39 0.09 0.047
N 1.212 2.583 3.027 0.23 -0.13 -0.20 0.024
C 1.946 3.663 3.398 -0.16 -0.15 0.04 0.000
C 1.764 4.197 4.634 -0.03 0.01 0.06 0.000
C 0.813 3.602 5.488 0.09 0.10 0.00 0.000
C 0.092 2.518 5.077 -0.08 -0.15 -0.11 0.001
C 0.284 1.967 3.788 0.07 0.24 0.30 0.008
S -0.582 0.666 3.143 -0.15 -0.18 -0.07 0.007
H 2.633 4.019 2.646 0.02 0.00 0.01 0.000
H 2.345 5.054 4.937 -0.01 0.00 0.02 0.000
H 0.653 4.006 6.478 0.00 0.01 0.00 0.000
H -0.644 2.050 5.714 0.01 0.00 0.01 0.000
F 0.470 -5.642 4.680 0.00 0.01 -0.01 0.000
C 0.825 -4.449 4.167 0.00 -0.08 0.04 0.000
C 2.053 -3.915 4.505 0.02 0.05 -0.03 0.000
C 2.404 -2.686 3.969 0.03 -0.01 -0.01 0.000
C 1.563 -1.982 3.104 0.17 0.01 0.12 0.004
C 2.014 -0.633 2.568 -0.05 -0.44 0.01 0.005
C 0.337 -2.570 2.797 -0.06 0.04 -0.01 0.010
C -0.045 -3.798 3.321 0.06 0.06 0.00 0.001
H 2.710 -4.456 5.172 0.00 0.00 0.01 0.000
H 3.366 -2.258 4.230 0.00 0.00 0.01 0.000
H 3.066 -0.705 2.276 0.04 0.05 -0.08 0.002
H 2.010 0.087 3.392 0.11 -0.06 0.10 0.002
H -0.359 -2.072 2.130 0.00 0.02 -0.01 0.008
H -0.999 -4.248 3.081 -0.01 0.00 0.00 0.000
```
Forces are in eV/Å.

As for the multiplicity: 2. The net charge is +1. Its molecular weight is 881.75 Da. The HOMO energy (alpha / beta) comes out at -10.15 / -10.74 eV.


Molecular formula: C39H56N3O18
Method: DFT, ωB97M-V/def2-TZVPD

Structure (XYZ):
```
116
Properties=species:S:1:pos:R:3:forces:R:3:lowdin_charge:R:1
C 8.851 -3.488 1.797 0.29 0.25 -0.37 -0.105
C 8.711 -2.095 1.166 -0.59 -0.19 0.88 -0.243
C 7.440 -1.352 1.613 0.19 0.12 -0.46 -0.228
C 6.537 -1.028 0.427 0.08 0.21 1.08 -0.219
C 5.385 -0.115 0.833 -0.07 -0.56 -1.17 -0.186
C 4.170 -0.312 -0.114 0.67 0.26 1.58 -0.172
C 2.927 -0.741 0.679 -0.04 0.16 -1.44 -0.183
C 1.669 -0.102 0.065 -0.43 -0.66 0.74 -0.164
C 0.698 0.442 1.125 0.10 -0.57 -1.03 -0.184
C -0.521 -0.444 1.290 -0.30 -0.24 0.67 -0.208
C -1.528 0.180 2.274 0.04 -0.40 -0.03 -0.182
C -2.815 0.678 1.641 0.02 -0.19 0.04 -0.099
C -3.848 -0.348 1.291 1.44 0.17 0.37 -0.148
C -3.643 -1.725 1.308 -0.41 -0.03 -0.08 0.118
C -4.704 -2.475 0.920 0.11 -0.43 -0.28 -0.091
C -4.692 -3.956 0.843 0.36 1.02 -0.22 -0.290
C -4.967 -4.664 1.969 -0.20 0.34 0.68 -0.007
C -4.929 -6.023 1.890 -0.20 -0.35 1.24 -0.040
C -4.611 -6.603 0.706 -0.15 -1.02 0.48 -0.046
C -4.371 -5.799 -0.361 0.52 -0.15 -1.48 -0.124
N -4.394 -4.477 -0.331 0.02 0.14 -0.27 0.147
C -5.887 -1.832 0.548 -1.20 -0.68 -0.45 -0.030
N -6.112 -0.558 0.564 1.00 0.42 0.24 0.157
N -5.025 0.115 0.946 -0.86 0.69 -0.16 0.101
H 9.638 -3.511 2.537 0.21 -0.04 0.26 0.062
H 7.939 -3.796 2.285 -0.35 -0.20 0.07 0.056
H 9.103 -4.212 1.033 0.05 -0.34 -0.05 0.061
H 8.677 -2.188 0.092 0.19 0.03 -0.40 0.091
H 9.562 -1.497 1.451 0.43 0.19 -0.22 0.096
H 6.869 -1.947 2.317 -0.11 -0.19 0.24 0.096
H 7.687 -0.432 2.129 0.13 0.31 0.15 0.107
H 7.147 -0.560 -0.332 0.02 -0.02 -0.54 0.116
H 6.130 -1.977 0.088 0.03 -0.16 -0.47 0.113
H 5.681 0.927 0.769 0.14 -0.02 0.53 0.085
H 5.102 -0.410 1.836 -0.11 0.28 0.41 0.097
H 3.989 0.628 -0.613 -0.14 0.23 -0.34 0.091
H 4.454 -1.062 -0.836 -0.27 -0.15 -0.45 0.094
H 3.015 -0.535 1.738 0.09 0.40 0.22 0.096
H 2.867 -1.814 0.563 -0.12 -0.23 0.38 0.079
H 1.142 -0.886 -0.474 -0.14 -0.09 -0.38 0.088
H 1.921 0.645 -0.673 0.14 0.34 -0.03 0.105
H 1.245 0.485 2.053 -0.10 0.33 0.53 0.098
H 0.348 1.422 0.855 -0.02 0.72 0.00 0.108
H -1.006 -0.666 0.340 0.00 0.20 -0.38 0.108
H -0.208 -1.416 1.668 0.14 -0.23 0.07 0.114
H -1.756 -0.510 3.080 -0.14 -0.16 0.29 0.114
H -1.041 1.026 2.740 0.01 0.28 0.18 0.106
H -3.325 1.364 2.308 0.03 0.50 0.08 0.135
H -2.549 1.184 0.717 -0.10 0.41 -0.20 0.148
H -2.719 -2.174 1.605 0.45 0.08 0.11 0.138
H -5.199 -4.151 2.879 -0.11 0.14 0.43 0.128
H -5.122 -6.600 2.774 -0.09 -0.31 0.19 0.124
H -4.561 -7.671 0.658 0.07 -0.36 -0.36 0.119
H -4.112 -6.263 -1.297 0.03 0.06 -0.39 0.116
H -6.705 -2.442 0.218 -0.39 -0.12 -0.09 0.142
H -5.147 1.120 0.974 -0.12 0.14 -0.06 0.170
C 2.892 4.862 -0.539 -0.02 -0.01 0.17 -0.102
C 2.590 4.261 0.820 0.11 0.18 -0.35 -0.126
O 3.595 3.228 0.925 -0.04 0.12 -0.16 0.054
C 4.625 3.566 0.119 0.11 0.22 -0.03 -0.567
O 5.693 3.037 0.095 -0.16 -0.04 0.07 0.146
O 4.298 4.616 -0.667 -0.01 0.07 -0.06 0.066
H 2.681 5.927 -0.587 0.20 0.04 0.00 0.137
H 2.374 4.361 -1.351 0.03 -0.13 0.02 0.100
H 2.731 4.968 1.634 0.08 0.01 -0.01 0.126
H 1.597 3.846 0.886 -0.07 -0.25 -0.02 0.098
C -0.120 -4.838 -1.830 -0.11 -0.17 -0.06 -0.118
C -0.201 -4.582 -0.339 -0.26 -0.16 0.01 -0.136
O 1.107 -4.129 -0.035 -0.05 -0.01 0.04 0.060
C 1.660 -3.624 -1.169 -0.24 -0.23 0.04 -0.558
O 2.673 -3.026 -1.185 0.49 0.10 -0.49 0.183
O 0.881 -3.906 -2.248 -0.03 0.01 0.25 0.068
H -1.058 -4.651 -2.342 0.02 0.16 -0.15 0.126
H 0.219 -5.849 -2.063 0.02 0.02 0.05 0.137
H -0.916 -3.794 -0.093 -0.05 0.06 -0.04 0.113
H -0.441 -5.472 0.235 0.12 -0.04 0.08 0.132
C -0.538 4.703 -4.426 -0.04 0.12 -0.16 -0.103
C 0.378 3.506 -4.472 0.14 -0.31 -0.15 -0.097
O 0.854 3.441 -3.108 0.03 -0.05 -0.25 0.058
C -0.048 4.052 -2.326 -0.20 0.10 0.20 -0.587
O -0.028 4.030 -1.131 -0.11 -0.11 0.01 0.134
O -0.977 4.699 -3.056 0.07 -0.03 -0.12 0.074
H -1.380 4.616 -5.105 -0.15 -0.06 0.18 0.123
H -0.018 5.642 -4.620 0.04 0.00 0.07 0.135
H -0.164 2.584 -4.719 0.45 0.49 0.38 0.098
H 1.207 3.628 -5.163 0.16 0.03 0.20 0.139
C 1.211 1.048 5.653 -0.03 -0.10 0.10 -0.117
C 2.437 1.777 6.162 0.03 -0.07 0.17 -0.107
O 2.870 2.488 4.998 -0.11 -0.10 0.10 0.083
C 1.812 2.651 4.181 0.19 0.12 -0.09 -0.548
O 1.806 3.340 3.215 -0.28 -0.11 0.26 0.167
O 0.750 1.917 4.609 0.03 -0.12 0.10 0.037
H 0.446 0.918 6.413 -0.13 0.13 -0.09 0.130
H 1.452 0.075 5.220 0.06 0.01 -0.04 0.130
H 2.201 2.496 6.947 -0.04 0.02 -0.03 0.136
H 3.215 1.107 6.516 0.13 0.05 -0.16 0.136
C -6.887 3.184 -1.055 -0.15 -0.12 -0.10 -0.135
C -7.719 3.636 0.128 -0.07 -0.05 0.02 -0.124
O -6.970 4.751 0.613 0.03 -0.17 -0.10 0.058
C -6.220 5.240 -0.414 -0.01 0.05 -0.01 -0.557
O -5.617 6.253 -0.386 0.08 0.12 0.01 0.196
O -6.261 4.388 -1.479 -0.09 -0.06 0.19 0.064
H -7.488 2.759 -1.855 0.08 0.09 -0.12 0.134
H -6.109 2.465 -0.775 0.00 0.00 0.00 0.107
H -8.713 3.973 -0.165 0.01 0.02 -0.05 0.137
H -7.820 2.873 0.897 0.07 0.11 0.13 0.125
C -2.515 -0.991 -6.591 -0.06 -0.20 -0.01 -0.105
C -3.582 -0.647 -5.572 -0.10 -0.10 -0.05 -0.115
O -3.055 0.543 -4.968 0.03 -0.10 -0.09 0.064
C -2.205 1.114 -5.856 -0.08 0.10 -0.06 -0.545
O -1.734 2.199 -5.732 -0.50 -0.18 -0.21 0.143
O -1.967 0.297 -6.896 -0.04 -0.14 0.02 0.083
H -2.913 -1.462 -7.485 0.05 0.17 -0.12 0.136
H -1.725 -1.621 -6.178 0.01 0.05 0.03 0.135
H -4.542 -0.411 -6.034 0.03 0.05 -0.04 0.134
H -3.730 -1.423 -4.829 0.08 0.08 0.17 0.128
```
Forces are in eV/Å.

As for the multiplicity: 1. The net charge is +1. Its molecular weight is 854.88 Da. The HOMO energy comes out at -10.87 eV.